Computed, not measured: a molecular structure, C11H16BrCl2DyNO2P in a non-equilibrium geometry, with ωB97M-V with the def2-TZVPD basis set.

Cartesian coordinates (Å):
C  -0.447  -3.666  -3.455
C  -0.123  -2.805  -2.321
H  -1.526  -3.661  -3.686
H  -0.148  -4.687  -3.179
H  0.099  -3.292  -4.341
O  -0.682  -1.808  -1.884
Cl  1.676  -3.402  -1.105
Dy  1.108  -0.968  -0.674
P  0.224  1.660  -1.755
C  -1.342  2.552  -1.688
C  1.413  3.064  -1.662
H  1.143  0.536  -3.738
H  0.441  2.130  -4.122
H  -0.632  0.726  -3.839
C  0.302  1.214  -3.538
H  2.437  2.676  -1.544
H  1.350  3.663  -2.587
H  -1.362  3.351  -2.432
H  -1.470  2.996  -0.698
H  1.169  3.698  -0.797
H  -2.177  1.876  -1.872
C  -1.455  -0.028  0.036
O  -2.583  0.046  0.248
Cl  3.273  0.111  -1.106
Br  2.261  -3.274  4.981
C  1.644  -1.864  3.847
C  1.515  -0.574  4.367
C  1.069  0.435  3.514
C  0.825  0.157  2.174
N  0.991  -1.089  1.661
C  1.391  -2.107  2.485
H  1.758  -0.372  5.404
H  0.927  1.457  3.854
H  0.471  0.948  1.505
H  1.512  -3.088  2.033

Results
- multiplicity = 6
- expectation value of S² = 9.33
- net charge = +2
- HOMO-LUMO gap (alpha / beta) (eV) = 6.212 / 6.183
- HOMO level (alpha / beta) (eV) = -15.38 / -15.38
- ΔE to the lowest compared entry with this formula, charge and spin (kcal/mol) = 0.0

From a Löwdin analysis of the wavefunction, the atomic charges in e read:
1 C 0.029
2 C -0.341
3 H 0.144
4 H 0.123
5 H 0.149
6 O -0.071
7 Cl 0.429
8 Dy 0.947
9 P 0.687
10 C -0.274
11 C -0.256
12 H 0.035
13 H 0.063
14 H 0.050
15 C -0.266
16 H 0.003
17 H 0.067
18 H 0.073
19 H 0.061
20 H 0.060
21 H 0.044
22 C -0.065
23 O 0.157
24 Cl -0.049
25 Br 0.831
26 C -0.613
27 C -0.042
28 C -0.001
29 C -0.153
30 N -0.154
31 C -0.124
32 H 0.129
33 H 0.132
34 H 0.094
35 H 0.102

=====

Computed, not measured: a gas-phase ion, C11H16BrN2OS (charge +1), with ωB97M-V with the def2-TZVPD basis set.

Cartesian coordinates (Å):
C  0.434  -0.022  -2.630
H  -0.322  0.066  -1.850
H  0.595  -1.072  -2.869
C  1.735  0.611  -2.143
C  2.388  -0.207  -1.024
H  3.238  0.334  -0.597
H  2.750  -1.156  -1.428
O  1.486  -0.608  -0.005
C  1.003  0.285  0.891
C  1.356  1.628  0.986
C  0.761  2.446  1.927
C  -0.200  1.934  2.784
C  -0.551  0.595  2.720
C  0.053  -0.236  1.789
C  -0.266  -1.694  1.760
H  -1.050  -1.957  2.470
H  0.627  -2.290  1.960
S  -0.785  -2.307  0.114
C  -2.094  -1.233  -0.278
N  -2.669  -0.262  0.243
H  -2.376  0.090  1.144
N  -2.652  -1.582  -1.639
H  -3.472  -0.973  -1.788
H  -2.926  -2.572  -1.689
H  -1.943  -1.399  -2.366
H  -1.273  0.196  3.417
Br  -1.056  3.063  4.056
H  1.044  3.485  1.993
H  2.109  2.045  0.338
H  1.525  1.627  -1.807
H  2.451  0.670  -2.962
H  0.080  0.495  -3.518

Results
- net charge = +1
- HOMO-LUMO gap (eV) = 8.091
- HOMO level (eV) = -11.40

From a natural (NBO) analysis of the wavefunction, the atomic charges in e read:
1 C -0.621
2 H 0.181
3 H 0.203
4 C -0.427
5 C -0.068
6 H 0.193
7 H 0.203
8 O -0.528
9 C 0.381
10 C -0.285
11 C -0.199
12 C -0.096
13 C -0.232
14 C -0.146
15 C -0.513
16 H 0.249
17 H 0.268
18 S 0.316
19 C 0.220
20 N -0.629
21 H 0.408
22 N -0.729
23 H 0.469
24 H 0.452
25 H 0.459
26 H 0.235
27 Br 0.091
28 H 0.244
29 H 0.231
30 H 0.211
31 H 0.230
32 H 0.227

=====

Computed, not measured: a molecular structure, C11H16ClN3S in a non-equilibrium geometry, with ωB97M-V with the def2-TZVPD basis set.

Cartesian coordinates (Å):
C  -4.828  -1.416  0.985
C  -3.492  -1.573  0.453
C  -2.842  -0.554  -0.564
N  -1.722  -0.082  -0.041
C  -1.374  0.971  -0.891
C  -0.253  1.712  -0.011
N  0.830  0.747  0.095
C  2.115  1.486  0.326
C  3.265  0.657  -0.016
C  3.546  -0.152  -1.058
N  4.628  -0.564  -1.120
C  5.318  -0.459  -0.213
Cl  6.985  -1.396  -0.012
S  4.732  0.585  1.142
H  2.785  -0.218  -1.974
H  2.037  1.566  1.671
H  2.286  2.297  0.051
C  0.509  -0.382  0.732
C  -0.555  -0.867  -0.083
H  -0.962  -1.827  0.652
H  -0.431  -1.269  -1.141
H  1.270  -0.928  0.791
H  0.288  0.015  1.757
H  0.021  2.749  -0.441
H  -0.480  2.257  0.724
H  -2.155  1.870  -0.737
H  -1.128  0.739  -1.790
H  -3.660  0.326  -0.802
H  -2.882  -1.240  -1.361
H  -3.008  -2.431  0.872
H  -5.307  -1.993  1.554
H  -5.538  -0.629  0.448

Results
- HOMO-LUMO gap (eV) = 8.823
- HOMO level (eV) = -8.44
- ΔE to the lowest compared entry with this formula, charge and spin (kcal/mol) = 322.7

From a natural (NBO) analysis of the wavefunction, the atomic charges in e read:
1 C -0.361
2 C -0.172
3 C -0.237
4 N -0.486
5 C -0.185
6 C -0.215
7 N -0.423
8 C -0.147
9 C -0.130
10 C -0.030
11 N -0.504
12 C 0.232
13 Cl -0.103
14 S 0.312
15 H 0.200
16 H 0.103
17 H 0.164
18 C -0.228
19 C -0.198
20 H 0.184
21 H 0.200
22 H 0.207
23 H 0.165
24 H 0.189
25 H 0.179
26 H 0.192
27 H 0.171
28 H 0.213
29 H 0.184
30 H 0.196
31 H 0.159
32 H 0.169

=====

Computed, not measured: a molecular structure, C11H16CrO3S2Se2, with ωB97M-V with the def2-TZVPD basis set.

Cartesian coordinates (Å):
Cr  -0.488  0.229  -0.158
S  -0.424  0.248  2.189
C  -1.155  -1.277  2.667
C  -1.197  -1.677  4.002
C  -1.781  -2.878  4.367
C  -2.343  -3.702  3.396
C  -2.314  -3.310  2.068
C  -1.721  -2.107  1.694
S  -1.710  -1.594  0.007
H  -0.765  -1.031  4.756
H  -1.802  -3.172  5.409
H  -2.801  -4.643  3.673
H  -2.751  -3.939  1.302
O  -4.222  1.528  -2.243
C  -3.023  1.085  -2.863
C  -2.010  2.217  -3.078
C  -2.597  3.135  -4.161
O  -1.818  4.297  -4.434
C  -0.698  1.643  -3.611
Se  0.423  0.631  -2.363
C  -1.783  3.058  -1.808
Se  -1.838  2.159  -0.063
H  -4.032  1.551  -1.293
H  -3.306  0.673  -3.837
H  -2.562  0.281  -2.282
H  -3.614  3.418  -3.866
H  -2.653  2.592  -5.108
H  -1.672  4.748  -3.596
H  -0.088  2.461  -3.994
H  -0.910  0.974  -4.448
H  -2.571  3.814  -1.735
H  -0.823  3.574  -1.885
O  1.460  -0.519  0.145
H  2.129  -0.173  -0.462
H  1.638  -0.217  1.056

Results
- multiplicity = 2
- expectation value of S² = 0.78
- net charge = -1
- HOMO-LUMO gap (alpha / beta) (eV) = 6.916 / 7.134
- HOMO level (alpha / beta) (eV) = -4.26 / -4.47
- ΔE to the lowest compared entry with this formula, charge and spin (kcal/mol) = 0.0

From a natural (NBO) analysis of the wavefunction, the atomic charges in e read:
1 Cr 0.365
2 S -0.254
3 C -0.211
4 C -0.220
5 C -0.236
6 C -0.246
7 C -0.250
8 C -0.091
9 S -0.085
10 H 0.206
11 H 0.197
12 H 0.197
13 H 0.208
14 O -0.748
15 C -0.067
16 C -0.156
17 C -0.052
18 O -0.732
19 C -0.533
20 Se -0.267
21 C -0.591
22 Se -0.069
23 H 0.485
24 H 0.167
25 H 0.201
26 H 0.175
27 H 0.171
28 H 0.464
29 H 0.222
30 H 0.208
31 H 0.209
32 H 0.214
33 O -0.895
34 H 0.502
35 H 0.512

=====

Computed, not measured: a gas-phase ion, C11H16FN2O (charge +1) in a non-equilibrium geometry, with ωB97M-V with the def2-TZVPD basis set.

Cartesian coordinates (Å):
C  -0.073  0.664  -0.115
C  -1.302  0.017  -0.006
C  1.132  -0.043  -0.043
C  -1.196  -1.463  0.144
C  -0.039  -2.112  -0.128
C  -2.521  0.822  -0.060
C  0.056  -3.599  -0.216
C  -3.841  0.147  -0.024
C  2.388  1.987  0.295
C  3.552  -0.186  0.203
C  -1.499  2.988  -0.119
N  1.098  -1.378  -0.339
N  2.315  0.555  0.141
O  -2.592  2.107  -0.036
F  -2.280  -2.173  0.508
H  -0.484  -4.058  0.611
H  1.093  -3.926  -0.189
H  -0.400  -3.954  -1.140
H  -3.913  -0.598  -0.818
H  -4.640  0.878  -0.124
H  -3.965  -0.393  0.918
H  3.326  2.349  -0.121
H  1.557  2.443  -0.241
H  2.333  2.278  1.346
H  4.294  0.413  0.726
H  3.425  -1.117  0.760
H  3.938  -0.413  -0.796
H  -1.133  3.046  -1.148
H  -0.670  2.618  0.508
H  -1.869  3.962  0.207
H  1.910  -1.860  -0.706

Results
- net charge = +1
- HOMO-LUMO gap (alpha / beta) (eV) = 6.975 / 6.974
- HOMO level (alpha / beta) (eV) = -11.62 / -11.62
- ΔE to the lowest compared entry with this formula, charge and spin (kcal/mol) = 0.0

From a natural (NBO) analysis of the wavefunction, the atomic charges in e read:
1 C -0.173
2 C -0.279
3 C 0.380
4 C 0.346
5 C 0.131
6 C 0.649
7 C -0.649
8 C -0.706
9 C -0.414
10 C -0.430
11 C -0.272
12 N -0.506
13 N -0.340
14 O -0.379
15 F -0.315
16 H 0.259
17 H 0.224
18 H 0.248
19 H 0.267
20 H 0.256
21 H 0.278
22 H 0.218
23 H 0.239
24 H 0.212
25 H 0.239
26 H 0.216
27 H 0.213
28 H 0.216
29 H 0.236
30 H 0.213
31 H 0.425

=====

Computed, not measured: a single C11H16N2 molecule in a non-equilibrium geometry, with ωB97M-V with the def2-TZVPD basis set.

Cartesian coordinates (Å):
C  -4.475  -0.466  -0.354
C  -3.000  -0.131  -0.033
C  -2.533  1.239  0.031
C  -1.171  1.430  0.111
C  -0.215  0.328  0.202
C  -0.741  -0.916  0.141
C  -2.066  -1.178  -0.126
C  1.833  -0.764  1.159
C  2.500  -1.530  -0.002
C  3.071  0.769  -0.556
C  1.851  1.557  -0.024
H  -4.504  -0.042  -1.401
H  -5.173  -0.135  0.480
H  -4.627  -1.620  -0.361
H  -3.451  1.983  -0.044
H  -0.693  2.430  0.256
H  0.196  -1.637  -0.238
H  -2.340  -2.168  -0.267
H  2.606  -0.521  1.828
H  0.874  -1.225  1.766
H  2.012  -2.497  -0.256
H  3.682  -1.686  0.581
H  3.532  -0.964  -1.568
H  3.622  1.202  -1.540
H  3.849  0.761  0.254
H  1.162  2.147  -0.721
H  2.236  2.341  0.607
N  1.072  0.501  0.749
N  2.741  -0.556  -1.131

Results
- HOMO-LUMO gap (eV) = 8.377
- HOMO level (eV) = -7.45
- ΔE to the lowest compared entry with this formula, charge and spin (kcal/mol) = 108.5

From a natural (NBO) analysis of the wavefunction, the atomic charges in e read:
1 C -0.650
2 C -0.032
3 C -0.220
4 C -0.232
5 C 0.158
6 C -0.259
7 C -0.220
8 C -0.260
9 C -0.239
10 C -0.251
11 C -0.230
12 H 0.232
13 H 0.226
14 H 0.214
15 H 0.227
16 H 0.207
17 H 0.209
18 H 0.207
19 H 0.203
20 H 0.252
21 H 0.218
22 H 0.136
23 H 0.362
24 H 0.214
25 H 0.174
26 H 0.216
27 H 0.191
28 N -0.436
29 N -0.617

=====

Computed, not measured: a single C11H16N2O molecule in a non-equilibrium geometry, with ωB97M-V with the def2-TZVPD basis set.

Cartesian coordinates (Å):
C  -0.818  2.794  -0.129
C  -1.377  0.446  -0.076
C  -2.715  0.573  -0.451
C  -3.519  -0.468  -0.108
C  -1.821  -1.763  0.440
C  -0.918  -0.850  0.144
C  0.556  -1.293  0.027
C  1.106  -1.098  -1.487
C  2.503  -0.670  -1.294
C  2.366  0.171  0.024
C  1.251  -0.096  2.159
H  -0.659  3.281  0.893
H  -0.337  3.276  -0.995
H  -1.893  2.851  -0.359
H  -3.124  1.450  -0.902
H  -4.560  -0.353  -0.273
H  -1.514  -2.876  0.664
H  0.583  -2.377  0.212
H  0.735  -0.185  -1.918
H  0.845  -2.001  -2.088
H  2.771  -0.019  -2.157
H  3.208  -1.500  -1.182
H  2.205  1.136  -0.263
H  3.312  0.246  0.613
H  2.296  0.178  2.675
H  0.846  -1.070  2.648
H  0.847  0.925  2.213
N  -3.162  -1.721  0.187
N  1.405  -0.458  0.849
O  -0.418  1.470  -0.066

Results
- HOMO-LUMO gap (eV) = 8.363
- HOMO level (eV) = -7.63
- ΔE to the lowest compared entry with this formula, charge and spin (kcal/mol) = 67.8

From a natural (NBO) analysis of the wavefunction, the atomic charges in e read:
1 C -0.247
2 C 0.386
3 C -0.357
4 C 0.040
5 C 0.047
6 C -0.159
7 C -0.008
8 C -0.395
9 C -0.403
10 C -0.184
11 C -0.394
12 H 0.192
13 H 0.193
14 H 0.175
15 H 0.225
16 H 0.184
17 H 0.186
18 H 0.186
19 H 0.204
20 H 0.220
21 H 0.206
22 H 0.202
23 H 0.162
24 H 0.177
25 H 0.178
26 H 0.221
27 H 0.180
28 N -0.422
29 N -0.479
30 O -0.513

=====

Computed, not measured: 2 unconnected molecules or ions with the total composition C11H16N2O in a non-equilibrium geometry, with ωB97M-V with the def2-TZVPD basis set.

Cartesian coordinates (Å):
C  -1.147  -1.187  0.826
C  -0.882  -3.115  -0.263
C  -0.242  -1.959  -0.012
C  1.854  -0.748  1.390
C  1.904  -0.922  -0.026
C  2.433  0.221  2.079
C  -1.726  2.653  -0.262
C  -0.908  1.966  -1.066
C  0.984  -1.542  -0.739
C  -1.338  3.941  0.600
C  1.221  -1.774  -2.211
N  -2.168  -1.929  1.103
N  -2.001  -3.107  0.569
O  0.367  2.341  -1.201
H  -0.930  -0.242  1.291
H  -0.474  -3.757  -0.895
H  1.201  -1.468  1.855
H  2.760  -0.548  -0.667
H  3.035  0.992  1.584
H  2.142  0.359  3.135
H  -2.709  2.331  -0.005
H  -1.170  0.997  -1.483
H  -1.061  4.789  -0.040
H  -0.488  3.524  1.321
H  -2.228  4.116  1.266
H  2.209  -1.326  -2.578
H  0.474  -1.229  -2.771
H  1.135  -2.794  -2.529
H  -2.630  -3.870  0.733
H  0.383  3.290  -1.005

Results
- multiplicity = 3
- expectation value of S² = 2.01
- HOMO-LUMO gap (alpha / beta) (eV) = 5.580 / 6.625
- HOMO level (alpha / beta) (eV) = -4.74 / -8.61
- ΔE to the lowest compared entry with this formula, charge and spin (kcal/mol) = 47.8

From a natural (NBO) analysis of the wavefunction, the atomic charges in e read:
1 C -0.049
2 C -0.078
3 C -0.165
4 C -0.292
5 C -0.169
6 C -0.343
7 C -0.312
8 C 0.129
9 C 0.038
10 C -0.681
11 C -0.646
12 N -0.240
13 N -0.327
14 O -0.675
15 H 0.225
16 H 0.211
17 H 0.208
18 H 0.192
19 H 0.185
20 H 0.187
21 H 0.206
22 H 0.190
23 H 0.213
24 H 0.220
25 H 0.231
26 H 0.219
27 H 0.223
28 H 0.215
29 H 0.407
30 H 0.479

=====

no.,E_tot (a.u.)
1,-5354.287938
2,-3585.454187
3,-1450.895181
4,-7298.292424
5,-713.024267
6,-538.096399
7,-613.382549
8,-613.237360